Computed, not measured: 2 unconnected molecules or ions with the total composition C6H16 at a distorted geometry, with ωB97M-V with the def2-TZVPD basis set.

```
22
Properties=species:S:1:pos:R:3:forces:R:3
C -2.699 -0.145 -0.164 1.44 0.25 -1.78
C -1.775 1.065 0.069 -0.63 0.04 -0.23
C -1.621 1.294 1.557 1.32 -0.32 0.75
C 2.847 0.335 -0.302 0.35 -1.65 -1.32
C 1.140 -1.670 -0.204 -0.39 -0.19 2.18
C 2.115 -0.862 -0.992 0.37 1.44 -1.29
H 1.660 -0.442 -1.907 -0.61 0.26 0.61
H 3.318 0.809 -1.160 0.02 0.71 0.20
H -0.834 0.859 -0.447 0.28 -0.11 0.51
H -0.809 1.979 1.806 -0.27 0.56 -0.17
H -2.527 1.581 2.102 0.06 0.01 -0.36
H -2.121 1.964 -0.456 -0.29 -0.10 0.24
H 0.609 -1.147 0.629 0.33 0.51 -0.83
H 0.329 -2.106 -0.774 0.18 -0.44 -0.30
H 2.139 0.973 0.188 -0.16 0.47 0.34
H 3.688 0.037 0.331 -0.44 -0.07 0.32
H 2.836 -1.459 -1.549 0.41 -0.59 0.69
H -2.463 -0.507 -1.187 -0.06 -0.21 0.53
H -3.743 0.110 -0.270 -0.41 -0.13 0.93
H -2.373 -0.908 0.554 -0.87 -0.04 -0.18
H 1.666 -2.402 0.424 -0.10 -0.43 -0.59
H -1.224 0.382 2.043 -0.52 0.01 -0.26
```
Positions in Å, forces in eV/Å.

Kohn-Sham gap (Ha): 0.4419
SMILES string: CCC.CCC
LUMO energy (eV): 1.1
Energy above the lowest of the compared OMol25 structures with the same formula, charge and spin (kcal/mol): 19.4
HOMO level (eV): -10.9